# C5H9N3

A molecular structure, C5H9N3 at a distorted geometry (ωB97M-V with the def2-TZVPD basis set, the OMol25 dataset).

Geometry as XYZ:
```
17
Properties=species:S:1:pos:R:3:forces:R:3:nbo_charge:R:1
C 2.3742 -0.6538 0.5782 2.158 -1.006 2.120 -0.618
C 1.5198 -0.0101 -0.5760 -0.680 -1.034 0.492 -0.155
C 0.8906 1.3093 -0.2734 -3.856 1.122 0.518 -0.197
C -0.4863 1.1750 -0.2109 1.579 -1.015 -1.506 -0.277
C -0.7187 -0.3094 -0.6014 0.701 0.642 1.962 0.382
H 2.9616 0.2755 1.2795 -1.481 -3.086 -2.336 0.221
H 1.7678 -1.4839 1.5483 1.554 2.970 -3.513 0.235
H 3.1457 -1.3988 -0.0428 -1.710 2.003 2.272 0.231
H 2.0703 0.0728 -1.5435 0.020 -0.254 0.856 0.230
H 1.1928 2.3637 -0.1773 1.051 -0.937 0.037 0.230
H -1.2783 1.9743 -0.0895 1.328 -1.272 -0.081 0.243
H -2.0481 -1.7204 -0.2169 -0.452 -4.014 0.970 0.365
H -3.7865 0.4977 -0.0857 3.439 -2.065 0.990 0.348
H -3.1122 -0.3356 1.2477 0.219 -0.421 0.278 0.356
N -2.0754 -0.8085 -0.4323 2.397 4.222 -2.090 -0.454
N -2.8161 0.0474 0.3686 -3.851 2.190 -0.877 -0.672
N 0.3987 -0.9954 -0.7725 -2.415 1.955 -0.093 -0.469
```
Forces are in eV/Å.

Values from the calculation:
HOMO-LUMO gap: 9.6 eV
largest force on an atom: 5.29 eV Å⁻¹
E_LUMO: 0.95 eV
net charge: 0